Record 1
Below is one molecule with the formula C29H34F3N7O3, with properties calculated with wB97M-V/def2-TZVPD.

```
76
Properties=species:S:1:pos:R:3:forces:R:3
C 8.006 3.450 0.709 -0.02 -0.36 0.06
C 8.205 1.985 1.116 0.09 0.21 0.01
N 7.175 1.053 0.712 -0.09 -0.07 -0.04
C 7.031 0.881 -0.718 -0.01 -0.28 -0.06
C 6.153 -0.338 -0.986 0.15 0.22 -0.18
N 4.847 -0.128 -0.392 0.05 -0.14 -0.04
C 3.922 -1.207 -0.688 0.28 -0.02 -0.08
C 2.499 -0.784 -0.441 -0.29 0.04 0.06
C 2.161 0.560 -0.569 0.09 -0.13 -0.04
C 0.865 0.999 -0.385 -0.24 -0.18 0.03
C -0.142 0.093 -0.065 0.24 -0.11 0.06
C -1.568 0.484 0.171 0.26 -0.01 -0.01
O -2.262 -0.124 0.962 -0.09 -0.08 0.01
N -1.977 1.542 -0.578 0.16 0.31 -0.25
C -3.295 2.012 -0.715 -0.42 0.14 -0.02
C -3.658 2.640 -1.900 0.15 -0.07 0.06
C -4.971 3.036 -2.075 0.06 -0.10 0.13
C -5.941 2.786 -1.121 -0.10 0.02 0.01
C -7.369 3.176 -1.368 0.17 -0.05 0.07
C -5.570 2.152 0.078 0.38 0.39 -0.38
N -6.537 1.900 1.036 -0.40 -0.05 0.05
C -6.266 1.011 2.142 0.04 0.05 0.10
C -5.626 -0.302 1.747 0.05 -0.25 0.00
C -4.945 -1.096 2.664 -0.15 0.22 -0.29
N -4.259 -2.159 2.287 0.26 -0.39 -0.27
C -4.226 -2.437 0.987 -0.44 0.43 0.24
N -3.405 -3.500 0.652 0.37 -0.39 0.23
C -3.022 -3.905 -0.594 0.04 -0.12 0.07
O -3.390 -3.440 -1.641 -0.12 0.15 -0.19
O -2.155 -4.928 -0.463 -0.02 0.05 0.36
C -1.629 -5.490 -1.657 0.04 0.00 -0.40
C -5.003 -1.714 0.076 0.13 -0.26 -0.15
N -5.691 -0.662 0.468 -0.20 0.11 0.31
C -4.232 1.828 0.289 0.00 0.09 0.14
C 0.183 -1.249 0.083 0.03 0.05 -0.04
C 1.484 -1.686 -0.112 -0.09 0.07 0.00
C 1.786 -3.150 0.038 0.12 -0.43 0.04
F 2.384 -3.673 -1.053 0.08 0.17 -0.20
F 2.611 -3.413 1.071 0.09 0.18 0.16
F 0.694 -3.896 0.245 -0.34 0.09 0.04
C 4.994 0.063 1.042 -0.01 0.31 0.16
C 5.875 1.279 1.306 -0.11 -0.24 0.09
H 7.962 3.548 -0.373 -0.02 0.09 -0.11
H 8.840 4.044 1.073 0.07 0.11 0.02
H 7.088 3.849 1.135 -0.08 0.11 0.01
H 8.280 1.925 2.206 0.09 -0.02 -0.04
H 9.148 1.623 0.696 0.01 0.01 0.10
H 8.019 0.725 -1.157 0.00 0.03 -0.03
H 6.564 1.758 -1.199 0.06 -0.04 -0.03
H 6.032 -0.471 -2.064 0.00 -0.03 0.03
H 6.647 -1.233 -0.571 0.00 0.02 -0.05
H 4.171 -2.114 -0.115 -0.03 0.09 -0.12
H 4.017 -1.457 -1.751 0.05 -0.04 0.09
H 2.950 1.254 -0.811 0.06 0.09 0.01
H 0.648 2.055 -0.466 -0.02 0.10 -0.01
H -1.348 1.858 -1.303 -0.05 -0.15 0.17
H -2.928 2.802 -2.680 0.08 0.00 -0.09
H -5.253 3.530 -2.995 -0.05 0.05 -0.08
H -7.748 3.794 -0.554 -0.12 0.05 0.05
H -7.453 3.737 -2.295 -0.05 0.02 -0.04
H -8.004 2.292 -1.451 -0.15 -0.04 -0.01
H -7.450 1.763 0.630 0.06 0.02 0.07
H -5.599 1.516 2.852 -0.11 -0.07 0.02
H -7.211 0.822 2.660 0.10 0.11 -0.01
H -4.942 -0.878 3.723 -0.03 0.12 0.09
H -2.937 -3.933 1.439 -0.10 0.06 -0.14
H -1.883 -4.857 -2.509 0.08 -0.12 0.08
H -2.052 -6.486 -1.797 0.03 0.07 0.02
H -0.549 -5.557 -1.540 -0.05 -0.01 0.01
H -5.055 -1.975 -0.969 0.08 -0.11 -0.01
H -3.915 1.376 1.211 0.00 -0.07 0.03
H -0.600 -1.941 0.351 -0.03 -0.05 0.04
H 4.005 0.218 1.480 0.03 -0.02 0.03
H 5.453 -0.823 1.514 -0.05 0.03 0.00
H 5.997 1.416 2.383 -0.02 0.03 0.00
H 5.374 2.171 0.890 0.00 -0.01 0.07
```
Positions in Å, forces in eV/Å.

The LUMO energy is 0.39 eV. The SMILES is CCN1CCN(Cc2ccc(C(=O)Nc3ccc(C)c(NCc4cnc(NC(=O)OC)cn4)c3)cc2C(F)(F)F)CC1. The HOMO-LUMO gap comes out at 8.03 eV. The relative energy (zero: lowest compared OMol25 entry of this formula, charge and spin) comes out at 14.4 kJ/mol. The HOMO energy comes out at -7.643 eV.

---

Record 2
Below is C29H34MoNO4S4Te as an isolated structure, with properties calculated with wB97M-V/def2-TZVPD.

```
74
Properties=species:S:1:pos:R:3:forces:R:3
Mo -0.952 1.948 1.766 0.19 -0.09 -0.09
C -1.724 0.287 5.661 0.01 0.01 0.00
C -1.284 -0.040 4.247 0.00 -0.02 0.01
C -1.429 -1.515 3.917 0.01 0.01 0.00
O -2.118 0.698 3.302 0.03 0.07 -0.08
C 0.183 0.391 4.047 0.01 -0.05 -0.08
O 1.042 -0.122 4.725 -0.01 0.01 0.02
O 0.400 1.288 3.121 -0.02 0.05 0.04
H -2.751 -0.045 5.826 0.00 0.00 0.00
H -1.653 1.360 5.856 0.00 0.00 0.00
H -1.068 -0.225 6.363 0.00 0.00 0.00
H -2.450 -1.843 4.112 0.00 0.00 0.00
H -0.736 -2.088 4.531 0.00 0.00 0.00
H -1.196 -1.700 2.867 0.00 0.00 0.01
H -2.697 1.310 3.776 -0.03 -0.04 0.02
S -3.277 2.330 0.932 -0.01 -0.13 0.07
S -3.356 4.301 0.611 0.02 0.13 -0.02
S -2.166 5.229 1.978 0.03 -0.05 0.15
S -1.460 3.867 3.258 -0.08 0.16 -0.08
C -0.874 -6.354 1.151 0.00 0.00 0.00
C -0.806 -4.882 0.852 0.01 -0.01 0.01
C -1.865 -4.221 0.250 -0.01 0.01 0.01
C -1.814 -2.860 -0.039 -0.01 -0.01 -0.01
C -3.018 -2.217 -0.681 0.00 0.00 0.00
C -0.655 -2.149 0.293 0.04 0.03 0.02
Te -0.659 -0.077 -0.180 0.02 -0.10 -0.08
N -0.075 2.879 0.507 -0.20 0.10 0.04
C 0.599 3.600 -0.412 0.01 -0.09 0.05
O 1.604 4.247 -0.134 0.04 -0.01 -0.01
C 0.113 3.496 -1.833 0.01 0.00 0.01
C -1.139 2.995 -2.173 0.01 -0.03 -0.02
C -1.507 2.877 -3.506 0.00 0.00 0.00
C -0.620 3.249 -4.507 0.00 0.00 0.00
C 0.631 3.750 -4.171 0.01 0.00 0.00
C 0.994 3.879 -2.839 0.00 0.00 0.00
C 1.116 0.181 -1.312 0.00 -0.01 0.02
C 2.275 0.788 -0.823 0.00 -0.02 0.01
C 2.538 1.157 0.609 0.02 0.02 0.00
C 3.294 1.075 -1.736 0.00 0.02 -0.01
C 3.194 0.774 -3.080 -0.01 0.00 0.00
C 4.290 1.128 -4.046 0.00 -0.01 0.00
C 2.041 0.134 -3.527 0.00 0.03 -0.01
C 0.995 -0.164 -2.672 -0.01 0.00 -0.02
C -0.222 -0.847 -3.241 0.01 0.00 0.00
C 0.424 -2.786 0.921 -0.02 0.02 -0.01
C 1.657 -2.047 1.349 0.00 0.02 0.00
C 0.327 -4.147 1.181 -0.01 -0.01 0.00
H -1.832 -6.775 0.850 0.00 0.00 0.00
H -0.740 -6.541 2.218 0.00 0.00 0.00
H -0.085 -6.893 0.625 0.00 0.00 0.00
H -2.761 -4.776 -0.004 0.00 0.00 0.00
H -3.796 -2.960 -0.846 0.00 0.00 0.00
H -2.768 -1.763 -1.642 0.00 0.00 0.01
H -3.438 -1.429 -0.053 -0.01 0.00 0.00
H -1.829 2.691 -1.397 -0.01 0.00 0.02
H -2.487 2.495 -3.762 0.00 0.00 0.00
H -0.904 3.151 -5.548 0.00 0.00 0.00
H 1.325 4.040 -4.949 0.00 0.00 0.00
H 1.961 4.268 -2.552 0.00 0.00 0.00
H 1.785 0.790 1.295 -0.02 -0.01 0.01
H 2.585 2.243 0.714 0.00 -0.01 0.01
H 3.503 0.752 0.920 -0.01 -0.02 0.00
H 4.188 1.562 -1.363 0.00 0.00 0.00
H 5.114 1.631 -3.543 0.00 0.00 0.00
H 3.914 1.789 -4.829 0.00 0.00 0.01
H 4.683 0.234 -4.535 0.00 0.00 0.00
H 1.948 -0.123 -4.577 0.00 0.00 0.00
H -0.058 -1.087 -4.291 0.00 0.00 0.00
H -1.103 -0.206 -3.173 -0.01 0.01 0.00
H -0.442 -1.779 -2.714 -0.01 0.01 0.00
H 1.409 -1.243 2.044 0.00 0.02 0.01
H 2.169 -1.599 0.497 0.00 0.01 -0.01
H 2.352 -2.716 1.854 0.00 -0.01 0.00
H 1.160 -4.644 1.665 0.00 0.00 0.00
```
Positions in Å, forces in eV/Å.

The LUMO energy (alpha / beta) is -0.30 / -2.53 eV. The HOMO-LUMO gap (alpha / beta) comes out at 6.83 / 5.95 eV. The relative energy (zero: lowest compared OMol25 entry of this formula, charge and spin) comes out at 0.0 kJ/mol. The spin multiplicity is 4. The HOMO energy (alpha / beta) comes out at -7.133 / -8.482 eV.

---

Record 3
Below is C29H35BO6PPt as an isolated structure, with properties calculated with wB97M-V/def2-TZVPD.

```
73
Properties=species:S:1:pos:R:3:forces:R:3
Pt -0.485 -0.239 -0.218 -0.62 0.29 1.01
O -0.534 3.800 -0.895 0.04 0.51 -0.16
C -0.383 2.720 -0.339 0.41 0.02 0.29
O -1.025 1.672 -0.611 -0.39 -0.17 -0.03
C 0.658 2.746 0.826 0.01 -0.18 0.03
P 1.562 1.393 1.701 -0.46 0.14 -0.40
C 0.365 0.341 2.565 -1.31 0.57 -0.36
C -1.078 0.681 2.591 1.94 0.88 3.13
C -1.739 0.308 3.847 0.29 0.54 -1.60
C -1.261 -0.704 4.615 0.31 -0.70 0.63
C 0.008 -1.249 4.359 -0.42 0.75 -0.31
C 0.834 -0.621 3.435 0.28 -0.71 0.13
C 2.500 0.395 0.479 0.72 -0.30 0.55
C 3.389 -0.497 0.990 -1.27 0.66 -0.04
C 4.560 -0.935 0.295 0.70 -0.09 -0.60
C 4.810 -0.552 -0.960 -0.17 -0.18 0.17
C 3.737 0.120 -1.747 0.05 0.26 0.08
C 2.784 0.968 -0.886 0.14 -0.21 -0.06
H 0.155 3.270 1.651 0.17 0.10 -0.12
H 1.453 3.420 0.483 -0.12 -0.02 0.17
H -1.295 1.712 2.306 -0.13 -0.33 -0.49
H -2.671 0.797 4.090 -0.18 -0.09 -0.09
H -1.821 -1.060 5.470 -0.08 -0.04 -0.02
H 0.375 -2.078 4.946 0.07 -0.02 0.09
H 1.883 -0.880 3.424 0.00 -0.07 -0.03
H 3.278 -0.819 2.013 0.08 0.06 0.16
H 5.276 -1.529 0.847 0.10 -0.05 0.00
H 5.710 -0.852 -1.470 0.21 -0.10 -0.02
H 3.124 -0.688 -2.186 0.00 0.14 0.10
H 3.207 1.982 -0.739 0.00 -0.14 -0.11
C 0.580 -2.765 0.817 -0.14 0.04 -0.27
O 0.055 -2.114 -0.281 0.06 -0.53 -0.24
H 0.846 -3.794 0.521 0.02 0.00 0.16
H -0.142 -2.807 1.644 0.02 -0.12 0.12
H 1.494 -2.274 1.184 0.15 -0.08 0.18
C -4.451 -2.360 2.553 0.22 0.16 -0.28
C -3.740 -1.693 1.365 -0.33 -0.25 -0.04
C -3.825 -2.638 0.158 0.26 0.29 0.23
O -2.378 -1.510 1.707 -0.02 -0.20 0.61
B -1.967 -0.195 1.387 0.19 -1.19 -2.99
O -3.091 0.545 0.976 -0.21 0.42 0.22
C -4.262 -0.237 1.048 -0.43 0.10 0.29
C -5.120 0.362 2.177 0.21 -0.12 -0.29
C -5.027 -0.086 -0.271 0.32 0.02 0.26
H -4.105 -3.387 2.643 0.03 -0.11 -0.01
H -5.529 -2.359 2.408 -0.16 -0.08 0.02
H -4.211 -1.849 3.479 -0.03 0.11 0.14
H -3.419 -3.607 0.441 0.05 -0.08 0.03
H -3.215 -2.251 -0.654 0.06 0.03 -0.12
H -4.853 -2.763 -0.172 -0.12 -0.05 -0.05
H -4.612 0.261 3.130 0.00 -0.01 0.17
H -6.099 -0.107 2.241 -0.15 -0.05 0.06
H -5.245 1.423 1.974 -0.06 0.10 -0.05
H -4.428 -0.437 -1.103 0.06 -0.06 -0.12
H -5.220 0.973 -0.431 -0.06 0.09 0.02
H -5.973 -0.621 -0.246 -0.13 -0.09 -0.01
C 0.379 1.694 -3.574 -0.01 -0.10 0.22
C 1.704 1.433 -2.928 0.12 0.20 -0.39
O 1.570 1.117 -1.616 0.12 0.14 -0.26
C 2.892 1.489 -3.576 -0.01 -0.16 0.65
C 2.963 1.866 -4.964 0.06 0.04 -0.55
C 3.998 1.503 -5.744 -0.53 0.43 -0.12
C 5.051 0.681 -5.202 0.31 -0.36 0.30
C 5.118 0.415 -3.897 0.05 -0.08 0.03
C 4.174 1.032 -2.902 -0.16 0.04 0.07
H -0.396 1.227 -2.968 -0.05 0.06 0.00
H 0.350 1.288 -4.582 0.00 0.01 -0.02
H 0.171 2.764 -3.602 -0.07 0.06 0.05
H 2.136 2.426 -5.377 -0.03 0.05 -0.13
H 4.034 1.769 -6.792 -0.08 0.08 0.00
H 5.780 0.264 -5.885 0.08 -0.04 0.02
H 5.920 -0.191 -3.502 0.11 -0.11 -0.05
H 4.713 1.894 -2.466 -0.07 -0.09 0.03
```
Positions in Å, forces in eV/Å.

The LUMO energy (alpha / beta) is 1.52 / 1.52 eV. The HOMO-LUMO gap (alpha / beta) comes out at 5.15 / 5.15 eV. Its charge is -1. The relative energy (zero: lowest compared OMol25 entry of this formula, charge and spin) comes out at 512.5 kJ/mol. The HOMO energy (alpha / beta) comes out at -3.626 / -3.627 eV.

---

The highest relative energy (zero: lowest compared OMol25 entry of this formula, charge and spin) belongs to which entry? C29H35BO6PPt